C33H20Cl5F6IrNO5P2S4 | wB97M-V/def2-TZVPD

CARTESIAN COORDINATES (ANGSTROEM)
1 Ir 0.18639 -0.25336 0.28659
2 S -0.98606 0.47710 -1.61017
3 P 0.28261 2.04965 -1.48779
4 C 0.72160 1.72671 0.13083
5 P 0.00800 2.27654 1.59096
6 S -1.33649 0.75082 1.74084
7 C 1.22964 2.22384 2.90928
8 C 0.90160 1.71356 4.15858
9 C 1.87347 1.63740 5.14519
10 C 3.16586 2.06646 4.88046
11 C 3.49529 2.57183 3.62902
12 C 2.52904 2.64655 2.64095
13 C -0.74387 3.91212 1.64831
14 C -1.98635 4.10084 1.04379
15 C -2.57197 5.35524 1.04498
16 C -1.92048 6.42409 1.64724
17 C -0.68624 6.23953 2.25291
18 C -0.09715 4.98386 2.25978
19 C -0.42265 3.66478 -1.83160
20 C -1.73267 3.80025 -2.27350
21 C -2.25312 5.06522 -2.50735
22 C -1.47362 6.18679 -2.26762
23 C -0.16713 6.05097 -1.81260
24 C 0.36826 4.79062 -1.60947
25 C 1.71286 1.90802 -2.56473
26 C 2.96335 1.69337 -1.99488
27 C 4.07753 1.57481 -2.81287
28 C 3.93775 1.66956 -4.18859
29 C 2.68723 1.88672 -4.75698
30 C 1.57254 2.00847 -3.94634
31 H -0.09701 1.33999 4.34910
32 H 1.62528 1.22182 6.11275
33 H 3.92742 1.98747 5.64535
34 H 4.51128 2.87427 3.41355
35 H 2.79223 2.98457 1.64517
36 H -2.49050 3.25944 0.58322
37 H -3.53709 5.49996 0.57762
38 H -2.38208 7.40322 1.65151
39 H -0.18401 7.07078 2.72986
40 H 0.85778 4.83784 2.74775
41 H -2.34615 2.92019 -2.42844
42 H -3.26882 5.17367 -2.86422
43 H -1.88339 7.17421 -2.43651
44 H 0.43749 6.92884 -1.62707
45 H 1.39587 4.68124 -1.28060
46 H 3.04572 1.59623 -0.91771
47 H 5.04802 1.38744 -2.37280
48 H 4.80571 1.56473 -4.82617
49 H 2.58352 1.95359 -5.83176
50 H 0.59606 2.17207 -4.38945
51 Cl -2.80360 -6.29867 3.08849
52 C -1.90162 -4.87265 2.74974
53 C -1.98822 -4.26768 1.50438
54 Cl -2.99594 -4.92627 0.27599
55 C -1.25301 -3.11885 1.24604
56 Cl -1.37386 -2.34177 -0.31164
57 C -0.38546 -2.53759 2.18179
58 O 0.34262 -1.48665 1.96499
59 C -0.34448 -3.15548 3.45313
60 Cl 0.63577 -2.41809 4.65673
61 C -1.07939 -4.29731 3.72485
62 Cl -0.99003 -5.01698 5.28390
63 F 3.73457 -1.38451 3.65011
64 C 3.86881 -2.03870 2.49833
65 F 5.03752 -2.67454 2.49605
66 F 2.89734 -2.93483 2.38275
67 S 3.82323 -0.80995 1.12377
68 O 2.60773 -0.04789 1.27973
69 O 5.06132 -0.10682 1.23296
70 N 3.81109 -1.76622 -0.12998
71 S 2.78009 -1.90739 -1.27406
72 O 3.36698 -1.90306 -2.57088
73 O 1.57112 -1.06585 -1.18073
74 C 2.15067 -3.62377 -1.03798
75 F 3.16312 -4.47867 -0.98415
76 F 1.45225 -3.70830 0.09441
77 F 1.35694 -3.94615 -2.05532

Cartesian forces, eV/Å:
Ir -1.561 1.117 -0.554
S -0.024 0.337 -0.462
P 0.361 0.025 -0.620
C 0.237 -0.990 0.346
P -0.332 0.000 0.763
S -0.183 0.298 0.006
C 0.068 -0.005 -0.110
C -0.062 -0.033 0.020
C 0.007 0.014 -0.016
C -0.007 0.001 -0.019
C 0.017 0.003 0.006
C -0.010 -0.018 -0.009
C -0.023 -0.006 -0.064
C -0.007 -0.010 -0.005
C 0.011 0.006 0.007
C 0.001 -0.011 -0.001
C 0.000 0.001 -0.001
C 0.027 0.006 -0.009
C -0.167 -0.070 -0.029
C -0.019 -0.025 -0.040
C 0.028 0.009 0.004
C -0.009 -0.015 -0.003
C 0.023 0.008 -0.005
C -0.024 0.018 0.000
C 0.067 0.067 0.152
C -0.040 -0.026 -0.005
C 0.023 -0.015 0.023
C -0.015 0.001 -0.002
C 0.009 -0.010 0.025
C -0.061 0.005 -0.022
H 0.004 -0.006 -0.009
H -0.006 0.000 -0.003
H -0.001 -0.001 0.000
H -0.001 -0.001 -0.002
H 0.023 0.005 0.006
H -0.002 -0.003 0.010
H -0.002 -0.004 0.004
H 0.002 0.002 -0.003
H -0.002 0.000 0.003
H 0.000 -0.008 0.004
H 0.012 -0.010 0.015
H 0.000 -0.003 -0.003
H 0.000 0.002 0.001
H -0.001 0.001 0.000
H 0.002 0.003 0.008
H 0.048 -0.013 -0.002
H -0.001 -0.001 0.002
H 0.001 -0.004 0.002
H -0.004 0.000 0.002
H 0.001 0.007 0.009
Cl -0.004 -0.014 0.005
C -0.003 0.003 -0.007
C 0.017 0.037 0.007
Cl -0.017 -0.014 -0.003
C -0.041 -0.018 -0.035
Cl 0.161 -0.183 0.303
C 0.050 0.219 0.021
O 0.869 -0.404 -0.033
C -0.069 -0.064 0.000
Cl 0.004 0.021 0.013
C 0.006 0.005 -0.001
Cl 0.003 -0.007 0.010
F -0.004 -0.002 0.016
C -0.008 0.011 -0.016
F 0.010 -0.004 0.007
F -0.004 0.004 -0.009
S -0.135 0.152 -0.042
O 0.535 -0.217 0.208
O 0.070 0.013 -0.042
N 0.000 0.015 -0.084
S -0.067 0.087 0.043
O 0.061 -0.029 -0.011
O 0.147 -0.267 0.246
C -0.003 0.017 0.016
F -0.001 -0.009 -0.026
F 0.029 -0.010 -0.003
F -0.016 0.010 -0.001

Energy above the lowest of the compared OMol25 structures with the same formula, charge and spin = 1.220 eV
LUMO level (alpha / beta) = -0.8 / -2.2 eV
F_max = 2.00 eV/Å
Multiplicity = 2